The following is a quantum chemistry calculation of a structure of composition C8H8AuN4OS3 in a non-equilibrium geometry, from the Open Molecules 2025 dataset.

CARTESIAN COORDINATES (ANGSTROEM)
Au 0.6612 -1.1515 -0.3268
C 1.1531 1.4710 -5.1139
S -0.4886 0.9508 -4.5574
C -0.1558 0.3955 -2.9304
S 1.3745 -0.3342 -2.5928
N -1.0916 0.5932 -2.0655
N -0.9173 0.1679 -0.8278
C -1.5772 0.7143 0.1425
C -1.2607 0.3560 1.4923
C -1.9401 0.9003 2.5857
C -1.4892 0.6210 3.8634
C -0.3968 -0.2236 4.0213
C 0.1978 -0.7690 2.8905
N -0.2087 -0.4609 1.6742
H 1.1246 1.4751 -6.1982
H 1.9080 0.7842 -4.7471
H 1.3406 2.4685 -4.7266
H -2.3012 1.4952 -0.0620
H -2.7948 1.5343 2.4142
H -1.9695 1.0597 4.7242
H -0.0077 -0.4612 4.9969
H 1.0265 -1.4580 2.9636
O 2.8743 -3.9954 1.8441
S 2.9592 -3.6007 0.4633
N 1.9795 -2.5326 0.0725

Output
Orbital gap ... 5.9 eV
E_HOMO ... -12.3988 eV
Net charge ... +1
Total energy ... -1933.8121 a.u.
ΔE to the lowest compared entry with this formula, charge and spin ... 0.00 kcal per mole
Largest force on an atom ... 2.84 eV Å⁻¹